{"formula": "C44H33ClCsF5N8O4SeSi", "method": "ωB97M-V with the def2-TZVPD basis set", "symbols": ["Cs", "N", "C", "C", "O", "O", "H", "H", "H", "H", "Se", "N", "C", "C", "C", "C", "C", "N", "C", "C", "N", "C", "C", "C", "C", "C", "N", "H", "H", "H", "H", "H", "H", "N", "C", "N", "O", "H", "H", "H", "H", "O", "Si", "C", "C", "C", "C", "C", "C", "C", "C", "C", "C", "C", "C", "C", "C", "C", "C", "C", "C", "H", "H", "H", "H", "H", "H", "H", "H", "H", "H", "H", "H", "H", "H", "H", "Cl", "C", "C", "C", "C", "N", "C", "H", "H", "H", "H", "F", "C", "C", "C", "F", "C", "F", "C", "F", "C", "F"], "xyz": [[0.10402, -0.83867, 1.97926], [2.82122, 1.77469, 1.00393], [2.61005, 1.37245, 2.40074], [1.38355, 2.03302, 3.06421], [1.50404, 3.20405, 3.45570], [0.32427, 1.31256, 3.11482], [2.86150, 2.78724, 0.94917], [2.05863, 1.48419, 0.39057], [3.47111, 1.67185, 3.00009], [2.51247, 0.28003, 2.44518], [2.41886, -7.32873, -3.85115], [1.59077, -5.75714, -4.05116], [1.66922, -5.13908, -2.91028], [1.11736, -3.80456, -2.66261], [0.42572, -3.09071, -3.64102], [-0.04169, -1.83512, -3.34136], [0.21078, -1.30238, -2.06987], [0.84957, -1.98896, -1.13347], [1.28626, -3.21745, -1.40973], [1.95287, -3.96747, -0.30231], [1.98462, -3.37919, 0.89452], [2.53608, -4.02228, 1.91263], [3.10758, -5.29027, 1.78956], [3.07473, -5.90406, 0.55998], [2.48078, -5.24071, -0.51175], [2.36397, -5.85123, -1.84076], [2.83128, -7.02542, -2.13820], [0.27651, -3.54048, -4.61507], [-0.58397, -1.25103, -4.07381], [-0.06106, -0.27756, -1.79317], [2.50246, -3.51879, 2.87374], [3.54528, -5.77306, 2.65298], [3.48685, -6.89313, 0.40321], [-1.59212, -4.53539, 1.71654], [-2.22500, -4.08811, 0.59334], [-3.14534, -4.98502, 0.05743], [-2.02109, -3.00154, 0.08170], [-2.04758, -5.22652, 2.28779], [-1.05642, -3.85980, 2.24305], [-2.95541, -5.96435, 0.19120], [-3.41068, -4.73522, -0.88161], [0.36407, 1.53765, -1.11270], [0.29040, 2.94105, -1.82167], [-1.48727, 3.60696, -1.98971], [-2.55809, 2.85345, -1.50121], [-3.87360, 3.29528, -1.63116], [-4.14260, 4.50966, -2.24768], [-3.09183, 5.27989, -2.73561], [-1.78496, 4.82709, -2.60787], [1.26803, 4.34485, -0.99201], [2.64396, 4.49054, -1.21370], [3.39730, 5.43296, -0.52531], [2.78793, 6.25492, 0.41508], [1.42777, 6.12819, 0.65777], [0.68146, 5.18766, -0.04315], [0.90235, 2.95131, -3.64118], [1.37633, 4.08324, -4.31562], [1.76867, 4.03075, -5.65049], [1.70219, 2.83209, -6.34989], [1.24190, 1.69145, -5.70314], [0.85311, 1.75961, -4.37066], [-2.34282, 1.90696, -1.01257], [-4.68648, 2.69229, -1.24469], [-5.16441, 4.85909, -2.34463], [-3.29370, 6.23223, -3.21426], [-0.97555, 5.43986, -2.99520], [3.14169, 3.83660, -1.92363], [4.46325, 5.51158, -0.70592], [3.37567, 6.97523, 0.97214], [0.95273, 6.74057, 1.41487], [-0.37722, 5.08916, 0.17511], [1.45184, 5.02758, -3.78348], [2.13609, 4.92478, -6.14269], [2.01554, 2.78515, -7.38662], [1.19685, 0.74685, -6.23503], [0.51632, 0.86445, -3.86628], [-6.58828, -0.85731, 0.82580], [-5.19214, 0.09979, 1.25701], [-5.33436, 1.44200, 1.55522], [-4.19696, 2.15887, 1.87896], [-2.97316, 1.50357, 1.89615], [-2.85202, 0.20642, 1.61549], [-3.93954, -0.48946, 1.29275], [-6.31085, 1.90802, 1.52482], [-4.24966, 3.21603, 2.10294], [-2.05294, 2.02391, 2.15213], [-3.80147, -1.53425, 1.03788], [2.47352, -2.37286, 4.96672], [1.24900, -2.74763, 5.48192], [0.20961, -3.04208, 4.65076], [-0.92112, -3.43285, 5.29966], [-2.05341, -3.80150, 4.58470], [-1.06581, -3.52163, 6.67164], [-2.21773, -3.92087, 7.26233], [0.01976, -3.19891, 7.46462], [-0.07007, -3.27807, 8.81106], [1.20191, -2.80718, 6.86323], [2.26673, -2.51163, 7.64299]], "mulliken_charge": [0.918, -0.552, -1.043, 0.852, -0.783, -0.758, 0.308, 0.184, 0.309, 0.251, 0.135, -0.870, 0.772, 0.734, -0.912, -0.801, -0.075, 0.103, -0.443, -0.385, 0.076, -0.168, -0.936, -0.612, 0.751, 0.921, -0.894, 0.473, 0.589, 0.313, 0.373, 0.438, 0.483, -0.279, 0.620, -0.568, -0.455, 0.251, -0.006, 0.205, 0.280, -0.287, -0.748, 0.074, -0.409, -0.410, -0.507, -0.665, 0.047, 0.320, 0.023, -0.572, -0.413, -0.573, -0.256, 0.292, 0.166, -0.755, -0.371, -0.406, -0.136, 0.473, 0.422, 0.353, 0.367, 0.221, 0.322, 0.341, 0.331, 0.344, 0.275, 0.317, 0.365, 0.343, 0.417, -0.130, -0.286, 0.319, -0.412, -0.663, -0.398, 0.243, -0.436, 0.415, 0.422, 0.426, 0.343, -0.375, 0.307, -0.189, 0.223, -0.349, -0.203, -0.342, 0.852, -0.347, -0.186, -0.337], "largest_force_ev_per_a": 2.21, "energy_ev": -166161.038, "e_lumo_ha": 0.107, "homo_energy_ev": -2.66, "charge": -2, "homo_lumo_gap_ev": 5.570, "de_lowest_kj_mol": 61.2}